[1]
The following is a quantum chemistry calculation of C38H70F10N10O23S10 as an isolated structure at a distorted geometry, from the OMol25 dataset.

lowest unoccupied orbital energy = -2.50 eV
spin multiplicity = 1
E_HOMO = -9.48 eV

Each line ends with the Mulliken charge.
Cartesian coordinates (Å):
1 O -4.65 0.06 -6.93  -0.59
2 C 1.38 3.60 5.83  -1.97
3 H 8.01 -3.94 1.29  0.31
4 H -3.08 -3.65 -1.16  0.37
5 C -3.27 3.77 -3.62  -0.95
6 H -2.04 -1.52 -1.42  0.37
7 H -3.27 -5.34 -4.47  0.25
8 C 4.22 1.22 -1.77  -0.64
9 O -2.56 1.00 -7.76  -0.53
10 H 7.64 1.52 -2.20  0.48
11 F 4.34 -2.99 -0.56  -0.11
12 F 3.15 -3.48 -5.54  -0.24
13 H 7.21 -3.00 2.64  0.35
14 F 2.51 -2.61 3.21  -0.18
15 H -1.46 -0.96 4.19  0.53
16 H 6.78 3.46 -3.46  0.51
17 H -1.22 3.66 6.03  0.45
18 H 0.66 1.43 8.41  0.35
19 H 7.14 -3.39 -0.88  0.35
20 N -5.59 2.98 -3.14  0.89
21 H 4.99 4.09 -4.81  0.44
22 C 6.10 2.79 -2.95  -0.46
23 C 3.87 2.31 -2.51  -0.49
24 H -6.19 5.30 -4.72  0.36
25 F 4.61 -0.71 -6.42  -0.45
26 C 0.60 2.56 6.51  1.54
27 H -1.71 1.31 8.02  0.44
28 H -2.80 2.47 7.24  0.37
29 O -4.21 -1.05 1.60  -0.35
30 N -1.23 -3.17 -0.36  1.62
31 H 2.86 2.66 -2.60  0.61
32 C 6.34 0.13 0.52  -0.13
33 H -4.53 0.03 -2.18  0.30
34 H -5.88 1.16 -0.25  0.48
35 H -1.20 -2.55 -3.18  -0.26
36 C 7.84 -3.02 1.80  -0.91
37 S 3.73 -3.49 -4.09  1.03
38 F -0.70 2.95 3.01  -0.25
39 H -1.01 -2.75 1.60  0.18
40 C -3.80 2.58 -1.33  -1.66
41 F 2.92 2.38 2.67  -0.28
42 H 1.79 2.85 8.33  0.48
43 C 6.95 -0.83 1.30  -0.62
44 H -2.66 0.34 5.93  0.50
45 S -4.83 -1.35 2.84  1.06
46 H -3.19 3.04 -4.41  -0.18
47 H -0.69 3.63 7.68  0.51
48 N -5.81 -2.62 2.70  -0.42
49 O 2.62 -4.02 0.55  -0.47
50 H 8.80 -2.54 2.09  0.37
51 N 4.79 3.12 -2.99  0.26
52 H -1.47 -5.25 -4.65  0.31
53 H -0.68 0.36 3.41  0.28
54 O -6.68 2.84 -3.64  -0.45
55 C -1.88 1.10 5.86  -1.17
56 H -7.13 1.29 -1.46  0.47
57 H -2.10 2.39 -2.53  0.02
58 C -1.06 -3.59 -2.95  -0.62
59 H -3.35 1.75 -0.81  0.83
60 H -5.02 4.50 -1.44  0.43
61 C -5.10 5.09 -2.34  -1.54
62 N 4.55 -2.67 1.79  -0.01
63 O 3.08 2.79 0.39  -0.64
64 F -4.41 2.45 -6.97  -0.37
65 C -2.82 3.20 -2.33  -0.06
66 C -2.43 -4.64 -4.44  -0.68
67 C -1.40 -1.72 -0.52  -0.86
68 H 3.36 0.68 -1.39  1.25
69 O -4.19 -1.08 4.09  -0.55
70 C -1.87 1.91 7.13  -0.72
71 H -1.23 -1.43 6.48  0.44
72 C -4.71 4.22 -3.53  1.25
73 C 4.44 4.24 -3.86  -1.05
74 S -3.57 0.95 -6.82  0.90
75 C -2.60 -3.75 -0.19  -1.20
76 H -1.92 1.64 4.94  0.57
77 H 7.12 -0.75 2.38  0.41
78 O -6.63 -4.64 1.64  -0.63
79 N 4.83 -2.28 -4.15  -0.49
80 O 0.44 4.36 1.40  -0.61
81 H -0.42 -4.84 -1.23  0.52
82 S 2.45 1.86 1.25  0.85
83 C 6.06 -0.17 -0.80  0.49
84 C -5.28 4.70 -4.87  -1.56
85 C 5.56 0.92 -1.66  -0.12
86 H -0.12 -5.63 0.90  0.40
87 C -4.97 0.73 -2.91  -0.75
88 H -6.77 2.69 -0.64  0.36
89 O -2.10 -0.22 -3.40  -0.37
90 O 3.13 -0.29 -4.49  -0.44
91 H -4.13 3.24 -0.48  0.25
92 C -0.37 -0.74 6.60  -1.89
93 O -1.34 2.71 0.80  -0.43
94 C -0.84 2.99 6.83  -1.32
95 C 6.56 1.75 -2.25  -0.67
96 H -2.63 4.61 -3.88  0.64
97 H 2.45 3.52 5.76  0.42
98 F -6.06 -0.22 2.85  -0.37
99 H 0.08 -4.83 2.36  0.40
100 N -3.13 1.04 -5.36  -0.24
101 C -5.15 2.01 -2.05  1.74
102 S 4.10 -2.64 3.24  1.03
103 H -1.54 -5.11 1.81  0.50
104 H 0.12 -0.88 -1.73  0.37
105 S -5.61 -4.10 2.44  1.05
106 O 5.66 0.04 -4.33  -0.53
107 S -0.12 3.07 1.48  0.93
108 F -5.88 -4.70 3.91  -0.30
109 N 0.93 1.77 1.43  -0.11
110 H -3.03 -3.11 0.56  0.31
111 H -4.55 5.26 -5.44  0.35
112 H -4.35 0.85 -3.77  -0.41
113 H -2.15 3.86 -1.75  0.50
114 H 0.71 -1.30 -0.10  0.20
115 H 3.36 4.17 -4.07  0.37
116 H 0.54 -3.46 -1.61  0.45
117 H -0.34 0.15 -0.37  -0.02
118 O 4.83 -4.94 0.68  -0.62
119 O 4.42 -1.39 3.85  -0.68
120 C -6.28 1.80 -1.04  -2.00
121 N 7.22 -2.05 0.83  0.14
122 C 7.00 -2.34 -0.49  -0.48
123 H -5.65 3.86 -5.52  0.34
124 S 4.51 -0.77 -4.65  1.17
125 H 6.35 -1.53 -2.40  0.61
126 F -0.72 1.00 -5.01  -0.36
127 H -2.51 -3.79 -5.10  0.23
128 H 0.30 -0.89 4.00  0.81
129 C -0.13 -0.94 -0.69  -0.69
130 O 1.42 1.18 4.94  -0.25
131 H -1.86 -1.33 0.37  0.49
132 C -0.50 -3.79 -1.51  -0.74
133 H -4.27 5.84 -2.18  0.36
134 C -0.56 -4.80 1.46  -1.86
135 H 1.07 3.75 4.84  0.40
136 O -1.73 -1.12 -5.68  -0.62
137 S 4.01 -3.84 0.70  0.80
138 C 6.43 -1.39 -1.31  -0.45
139 C -0.58 -0.34 4.21  -2.41
140 H -2.49 -4.80 0.08  0.35
141 H -0.28 -3.99 -3.63  0.72
142 O -4.22 -4.51 2.15  -0.50
143 O 4.36 -3.86 3.99  -0.73
144 C -0.59 0.37 5.67  1.26
145 H 0.53 -3.16 0.72  0.13
146 C 1.38 1.99 7.78  -1.51
147 C -0.49 -3.39 0.94  0.12
148 O 2.84 0.54 1.09  -0.28
149 H 4.61 5.22 -3.40  0.30
150 H -0.37 -0.47 7.67  0.43
151 O 4.50 -4.70 -3.98  -0.67
152 H 1.09 4.51 6.28  0.52
153 H 0.63 -1.17 6.43  0.40
154 O 2.63 -3.19 -3.27  -0.28
155 N 0.58 1.32 5.65  1.15
156 H -6.07 5.53 -2.51  0.44
157 S -2.02 0.02 -4.88  1.10
158 H 5.88 1.01 0.95  0.47
159 H 2.28 1.39 7.49  0.31
160 H -5.95 0.39 -3.21  0.62
161 O -2.27 -4.27 -3.12  -0.30

=====

[2]
The following is a quantum chemistry calculation of a 10-piece molecular cluster, C38H72F6N2O18S6 overall at a distorted geometry, from the OMol25 dataset.

lowest unoccupied orbital energy = -0.12 eV
spin multiplicity = 1
E_HOMO = -9.70 eV
SMILES = CCOC(=O)C(F)(F)F.CCOC(=O)C(F)(F)F.O=S1(=O)CCCC1.O=S1(=O)CCCC1.O=S1(=O)CCCC1.O=S1(=O)CCCC1.O=S1(=O)CCCC1.O=S1(=O)CCCC1.CN(C)C=O.CN(C)C=O

Each line ends with the Mulliken charge.
Cartesian coordinates (Å):
1 C -3.00 2.17 -1.46  0.62
2 O -5.34 -1.08 2.72  -0.60
3 H -3.89 1.53 -4.53  0.34
4 H 1.99 1.77 0.65  -0.24
5 H 6.13 4.69 -1.38  0.40
6 C 1.50 4.95 4.26  0.84
7 H 0.01 -2.69 7.06  0.43
8 H 0.15 1.27 -6.18  0.46
9 O -3.83 -3.78 -3.09  -0.51
10 F -5.19 -4.03 -5.57  -0.23
11 H -2.59 -1.54 1.36  -0.84
12 C -0.57 -2.09 3.85  0.89
13 C -0.35 0.12 0.53  0.04
14 C -3.92 2.43 -3.90  -0.76
15 H -2.67 -1.08 4.10  0.11
16 C 5.24 2.74 -1.91  -0.03
17 C -1.93 2.12 -2.53  0.34
18 C 3.33 -2.93 -1.41  -0.08
19 S -3.31 2.29 2.54  1.58
20 C -2.61 4.19 4.14  -0.25
21 S -1.99 -2.47 5.90  1.28
22 H -2.56 -4.01 1.20  0.40
23 O -2.00 -4.06 -4.36  -0.41
24 H 0.63 2.36 -0.42  0.28
25 O -5.50 2.96 -1.86  -0.72
26 O 2.00 4.13 2.10  -0.53
27 H -0.11 -1.40 3.15  -0.86
28 O -4.86 0.62 -2.24  -0.61
29 C 0.70 0.59 -5.52  -0.04
30 H -3.06 3.18 -1.06  0.32
31 C -0.63 -4.95 -2.43  -1.19
32 C 5.86 1.35 -1.69  -0.12
33 H 1.80 -0.27 -2.05  -0.05
34 C 2.28 -1.23 -5.25  -0.05
35 C -4.50 -1.33 0.32  -0.58
36 C -3.38 -3.44 0.76  -0.87
37 H -1.04 2.54 -2.04  -0.07
38 O 1.94 -3.44 1.90  -0.57
39 C -4.04 3.78 4.49  -0.86
40 H -0.59 -5.84 -3.03  0.43
41 C -2.52 2.95 -3.70  -0.89
42 H 4.83 -1.78 0.69  0.21
43 C 6.41 3.65 -1.45  -0.91
44 H -0.24 -3.30 -3.77  -0.09
45 H -1.45 -5.18 -1.72  0.23
46 H -1.32 0.39 0.08  -0.60
47 H -2.43 5.27 4.29  0.34
48 H -1.70 1.11 -2.88  -0.05
49 H -2.95 1.50 -0.63  -1.00
50 S 2.14 1.38 -4.91  1.09
51 H -2.43 -1.81 -0.41  -0.13
52 H 5.21 0.49 -1.73  -0.30
53 H 3.60 -1.90 -1.70  -0.21
54 H -4.72 4.43 3.95  0.32
55 C -2.48 3.87 2.71  -0.80
56 C -1.73 -1.36 4.59  -0.36
57 H 6.03 3.47 0.75  0.22
58 H 2.81 -2.05 -5.74  0.50
59 H -4.18 3.86 5.57  0.39
60 S -4.54 2.01 -2.31  1.23
61 H -2.63 4.01 -3.50  0.37
62 H -1.47 3.68 2.36  0.15
63 O -2.58 -1.93 7.10  -0.76
64 C -0.35 -3.00 6.08  -0.84
65 F 2.37 5.98 4.52  -0.27
66 F -3.36 -4.65 -6.45  -0.26
67 H -0.35 -0.86 1.02  -0.02
68 H -1.26 -0.48 5.01  0.27
69 H 1.98 -1.49 -4.24  -0.28
70 H -3.89 -3.27 2.89  0.11
71 H -0.86 -3.03 3.36  0.23
72 C 1.44 1.64 -0.28  0.31
73 C -3.29 -4.07 -4.11  0.43
74 H -0.18 0.91 1.26  0.15
75 H -4.53 -0.24 0.35  -0.07
76 H 2.42 0.55 4.18  0.37
77 C 3.23 0.02 -5.15  -0.70
78 H -3.65 1.76 4.75  0.18
79 H 4.00 -0.05 -4.36  0.23
80 C -4.22 2.39 4.03  -0.65
81 H 7.26 3.52 -2.10  0.36
82 H -5.07 -4.25 1.97  0.57
83 H -1.88 3.68 4.77  0.20
84 F 0.35 5.53 3.78  -0.24
85 O 2.49 2.47 -5.73  -0.77
86 C 0.99 -0.51 -1.35  -0.24
87 H -0.42 -4.08 6.03  0.41
88 C 2.70 0.80 3.17  -0.47
89 H 1.61 -0.61 -7.15  0.38
90 O 8.00 0.83 -0.20  -0.75
91 C 0.50 -2.36 4.94  -0.76
92 H 1.72 0.93 2.68  -0.30
93 S -5.42 -1.98 1.62  1.22
94 H 2.29 -2.98 -1.78  -0.31
95 N 3.24 -3.05 0.04  0.25
96 C -3.08 -1.92 0.47  1.28
97 H 7.74 3.45 0.34  0.45
98 O 1.99 1.66 -3.51  -0.50
99 C 4.49 -2.83 0.79  -1.00
100 H -1.57 -3.00 -2.59  -0.03
101 H 4.89 2.89 -2.96  0.33
102 O 5.72 0.85 0.81  -0.55
103 H 5.26 -3.49 0.39  0.38
104 C 2.06 -3.38 0.72  0.10
105 O -6.72 -2.43 1.23  -0.81
106 H -4.55 3.18 -4.39  0.45
107 H 6.68 1.23 -2.41  0.40
108 H -3.72 -3.93 -0.16  0.34
109 C 2.14 3.99 3.29  0.45
110 H 1.24 -3.51 0.00  0.30
111 H 1.26 -3.00 4.49  0.44
112 O -2.31 1.26 2.56  -0.52
113 O 0.29 -1.51 -1.56  -0.22
114 S 6.67 1.38 -0.13  1.15
115 C 1.17 -0.75 -6.16  -0.90
116 C -1.06 -3.73 -3.22  0.85
117 H 4.39 1.86 3.74  0.51
118 H 0.33 -1.42 -6.16  0.39
119 C 3.52 2.06 3.12  -0.12
120 O -2.71 -3.54 5.24  -0.71
121 C -4.42 -3.38 1.95  -0.58
122 H -3.02 4.54 2.04  0.37
123 C -4.07 -4.64 -5.30  0.81
124 H -4.86 -1.65 -0.64  0.56
125 H 0.28 -4.77 -1.84  0.24
126 O -4.23 2.25 1.45  -0.86
127 H 3.72 2.32 2.09  0.06
128 O 2.86 3.09 3.92  -0.36
129 H -5.25 2.04 3.91  0.44
130 H -1.92 2.94 -4.62  0.37
131 H 3.25 0.00 2.72  0.33
132 H 0.91 -1.45 5.36  0.21
133 F 1.16 4.37 5.44  -0.25
134 H 4.35 2.96 -1.31  -0.05
135 H 0.10 0.36 -4.64  -0.25
136 C 6.75 3.13 0.00  -0.61
137 H 4.38 -3.13 1.83  0.31
138 H 2.08 1.77 -1.15  -0.30
139 F -4.34 -5.91 -5.00  -0.26
140 H 4.03 -3.55 -1.98  0.47
141 H 3.74 0.11 -6.11  0.43
142 N 0.78 0.33 -0.36  1.05

=====

[3]
The following is a quantum chemistry calculation of a 12-piece molecular cluster, C38H74Br10F3O14S6 overall at a distorted geometry, from the OMol25 dataset.

lowest unoccupied orbital energy = 1.35 eV
spin multiplicity = 1
E_HOMO = -5.90 eV
energy above the lowest of the compared OMol25 structures with the same formula, charge and spin = 0.00 kJ/mol
charge = -1

Each line ends with the Mulliken charge.
Cartesian coordinates (Å):
1 Br 9.96 -16.62 -26.41  -0.17
2 H 16.59 -18.34 -33.16  0.48
3 Br 7.11 -18.19 -28.70  -0.17
4 C 11.15 -16.32 -35.68  0.06
5 H 6.83 -18.36 -31.74  0.59
6 H 13.93 -15.54 -31.63  -0.87
7 H 9.43 -10.25 -29.97  0.31
8 H 9.01 -17.47 -30.14  -0.92
9 O 3.21 -15.47 -34.12  -0.60
10 H 18.45 -12.91 -25.56  0.53
11 H 14.70 -19.18 -30.95  0.20
12 H 13.92 -13.38 -30.20  -0.48
13 H 11.47 -17.24 -36.16  0.53
14 H 11.29 -17.78 -28.30  0.51
15 H 16.80 -13.34 -33.67  0.45
16 O 13.42 -17.57 -34.09  -0.55
17 H 13.76 -11.64 -30.44  -0.04
18 C 12.06 -15.09 -35.90  -0.27
19 H 12.62 -12.60 -29.33  0.28
20 C 11.04 -21.53 -33.06  -0.88
21 S 16.05 -12.35 -25.65  1.06
22 H 16.04 -14.08 -28.88  0.03
23 C 16.91 -12.24 -31.90  0.78
24 C 17.73 -12.63 -26.33  -0.67
25 H 13.06 -15.31 -35.53  0.14
26 O 10.60 -15.85 -31.73  -0.03
27 H 15.27 -17.03 -29.69  0.37
28 H 2.49 -13.40 -32.46  0.43
29 H 13.16 -17.05 -31.37  -0.24
30 C 9.02 -10.75 -29.10  -0.16
31 C 12.12 -12.58 -31.36  0.03
32 H 11.85 -19.91 -34.32  0.44
33 C 17.42 -10.88 -32.45  -1.19
34 H 15.97 -6.81 -26.54  0.53
35 H 15.32 -12.17 -34.82  0.52
36 H 17.40 -10.14 -31.65  0.50
37 H 11.75 -14.20 -35.36  0.26
38 C 14.28 -8.01 -27.60  -0.89
39 C 5.45 -13.86 -34.36  -0.40
40 H 11.51 -11.68 -31.30  -0.02
41 Br 9.22 -15.91 -36.33  -0.23
42 H 16.24 -16.65 -31.11  0.27
43 H 13.96 -7.17 -28.21  0.43
44 C 16.06 -12.98 -32.96  0.22
45 H 8.32 -9.01 -27.99  0.37
46 H 13.59 -9.37 -29.28  0.44
47 O 15.81 -10.91 -25.58  -0.58
48 H 5.90 -14.06 -35.33  0.59
49 C 15.61 -18.60 -32.76  -1.07
50 S 14.58 -17.14 -33.32  1.25
51 C 11.36 -7.00 -33.52  -0.55
52 O 10.87 -19.83 -29.79  -0.65
53 H 2.83 -11.98 -33.40  0.32
54 S 3.55 -14.06 -34.44  1.03
55 O 17.88 -9.22 -27.57  -0.59
56 Br 12.25 -5.28 -33.32  -0.21
57 H 11.41 -18.22 -32.03  -0.94
58 O 2.96 -13.48 -35.63  -0.67
59 H 12.58 -8.24 -31.96  0.18
60 C 15.19 -12.94 -27.13  -0.21
61 H 12.61 -12.81 -32.30  -0.25
62 H 12.63 -15.55 -28.98  -0.29
63 H 16.45 -12.39 -28.82  -0.61
64 C 15.74 -8.91 -29.30  -0.03
65 H 10.48 -16.39 -29.06  -0.16
66 O 8.67 -19.99 -31.09  -0.61
67 C 7.14 -17.35 -31.48  -0.32
68 H 16.42 -19.04 -30.70  0.47
69 H 10.10 -21.58 -33.62  0.35
70 Br 7.16 -11.32 -29.53  -0.14
71 C 4.72 -12.51 -32.49  -0.43
72 H 10.06 -22.63 -31.38  0.46
73 O 15.16 -9.38 -32.69  -0.47
74 C 15.34 -17.17 -30.77  -0.54
75 C 9.00 -9.85 -27.82  -0.61
76 H 5.60 -11.75 -34.36  0.39
77 H 11.80 -14.74 -27.81  0.47
78 H 17.40 -14.62 -27.00  0.37
79 C 12.35 -8.12 -33.02  -0.35
80 H 8.00 -16.08 -29.94  0.55
81 H 15.86 -8.58 -26.11  0.25
82 C 15.65 -7.80 -26.85  -0.82
83 C 11.68 -20.16 -33.27  -0.18
84 S 15.99 -10.30 -33.51  1.10
85 H 10.44 -6.86 -32.96  0.38
86 H 15.42 -13.77 -32.57  -0.53
87 H 11.13 -16.49 -34.60  -0.32
88 C 12.15 -15.75 -28.02  0.19
89 O 17.62 -6.96 -28.72  -0.68
90 C 10.99 -16.74 -28.17  -0.33
91 C 16.28 -13.27 -28.20  1.02
92 H 11.63 -22.37 -33.42  0.41
93 H 4.71 -11.52 -32.03  0.39
94 H 7.67 -16.89 -32.32  0.10
95 O 15.73 -13.27 -24.53  -0.71
96 H 14.70 -10.04 -28.00  -0.44
97 C 14.42 -9.18 -28.61  0.59
98 F 8.60 -14.11 -33.24  -0.10
99 H 13.31 -8.07 -33.53  0.31
100 H 16.24 -9.77 -29.76  -0.65
101 H 9.68 -11.62 -29.05  0.05
102 Br 5.43 -16.44 -31.19  -0.20
103 H 14.77 -13.85 -26.72  -0.13
104 C 10.58 -14.47 -31.99  -0.76
105 C 3.29 -12.89 -33.00  -0.76
106 H 12.66 -20.19 -32.79  0.01
107 C 7.97 -17.14 -30.15  0.34
108 H 14.10 -12.03 -33.57  -0.06
109 C 15.58 -18.60 -31.23  -0.70
110 S 17.00 -8.19 -28.12  1.06
111 Br 13.33 -16.49 -26.73  -0.19
112 H 5.12 -13.21 -31.76  0.08
113 C 14.13 -16.61 -31.60  1.03
114 S 10.16 -20.10 -31.01  1.08
115 C 17.57 -13.65 -27.47  -1.15
116 H 13.49 -8.10 -26.86  0.21
117 O 11.45 -13.82 -31.07  0.51
118 C 9.26 -13.63 -32.21  0.73
119 Br 12.22 -14.63 -37.81  -0.17
120 H 9.99 -18.72 -32.96  0.39
121 F 9.44 -12.28 -32.44  -0.20
122 H 14.38 -12.24 -27.34  0.38
123 H 17.67 -12.88 -31.45  0.70
124 Br 10.73 -8.96 -27.37  -0.21
125 C 10.70 -21.79 -31.65  -0.80
126 F 8.31 -13.79 -31.16  -0.21
127 Br 11.59 -9.82 -33.52  -0.12
128 H 5.69 -14.73 -33.75  -0.06
129 H 11.18 -14.34 -32.89  -0.74
130 H 15.62 -8.14 -30.06  0.50
131 H 6.70 -12.55 -33.20  -0.53
132 C 13.20 -12.56 -30.25  0.47
133 O 15.47 -16.12 -33.86  -0.70
134 H 18.42 -13.77 -28.15  0.42
135 H 11.10 -7.19 -34.57  0.37
136 H 18.32 -10.98 -33.06  0.40
137 H 16.39 -11.89 -31.00  -1.04
138 C 15.17 -11.99 -33.76  -0.54
139 H 18.17 -11.70 -26.69  0.22
140 H 15.20 -19.48 -33.24  0.47
141 H 8.68 -10.39 -26.93  0.41
142 C 5.71 -12.58 -33.67  0.22
143 O 16.46 -9.85 -34.81  -0.76
144 C 10.88 -19.08 -32.45  0.55
145 H 11.64 -21.96 -31.12  0.34